--- 1 ---
# C5H14O

A cluster of 2 separate species, C5H14O in total (ωB97M-V/def2-TZVPD, the OMol25 dataset).

The geometry in XYZ format:
```
20
Properties=species:S:1:pos:R:3:lowdin_spin:R:1
O 2.30750 -0.46481 -1.22727 0.0148
C -0.35841 1.57070 -0.35100 0.1033
C 0.71448 -0.19459 1.63032 0.1120
C -0.77420 -0.32427 1.46404 0.2043
C -0.98911 -0.86406 -1.08673 0.1265
C -1.12954 0.26134 0.06968 0.1918
H -1.52517 -0.42591 -1.96384 0.0286
H -2.28608 0.52686 0.11829 0.0267
H 1.10900 -0.59545 0.69519 0.0172
H -0.92951 -1.58203 1.40639 0.0757
H -1.53277 0.05107 2.23063 0.0302
H 0.03215 -1.13858 -1.37866 0.0031
H 2.84130 0.38654 -1.17358 -0.0003
H 0.73826 1.14623 -0.49912 0.0110
H 1.01447 0.85577 1.55952 0.0247
H -0.72543 1.90086 -1.33780 0.0066
H 1.18960 -0.81147 2.44877 0.0095
H -1.39797 -1.81730 -0.83970 0.0011
H -0.60539 2.27184 0.39379 0.0131
H 2.30682 -0.75275 -2.15893 0.0001
```

Summary:
2S+1   2
Net charge   +1
⟨S²⟩   0.7527

--- 2 ---
# C5H14O

A cluster of 2 separate species, C5H14O in total (ωB97M-V/def2-TZVPD, the OMol25 dataset).

The geometry in XYZ format:
```
20
Properties=species:S:1:pos:R:3:lowdin_spin:R:1
O 3.76562 2.51282 -0.76728 0.0000
C -0.53554 -0.80856 -1.61768 0.0776
C -1.13038 -1.56343 0.81951 0.2504
C -0.83708 1.01301 1.10888 0.0442
C -0.09299 -1.53382 -0.36896 0.2069
C -1.81978 -0.15223 1.02735 0.1956
H -1.55931 -1.11956 -1.81986 0.0168
H -0.48310 1.25303 0.11844 0.0031
H -1.21568 1.86429 1.67589 0.0124
H 3.75626 2.37590 0.18167 0.0000
H -1.75524 -2.40372 0.52743 0.0098
H -2.55336 0.03372 0.22594 0.0284
H -0.02228 0.67054 1.75892 0.0125
H 0.02907 -2.60976 -0.57018 0.0383
H 0.85580 -1.11542 -0.01583 0.0321
H -0.05343 -1.05283 -2.57915 0.0183
H -2.42366 -0.29627 1.93210 0.0310
H -0.78532 -1.73113 1.84402 0.0145
H 2.97301 2.11041 -1.12671 0.0000
H -0.36615 0.26418 -1.57236 0.0080
```

Summary:
2S+1   2
Net charge   +1
⟨S²⟩   0.7528

Stability order, top to bottom: 2, 1